The following is a DFT calculation (ωB97M-V/def2-TZVPD) of a cluster of 21 separate species, C91H222Br6N15O15 in total in a non-equilibrium geometry.

Calculated values
**Charge**: +9
**LUMO energy**: -13.956 eV
**HOMO**: -17.60 eV
**Energy**: -20990.4756 Eh

```
349
Properties=species:S:1:pos:R:3:forces:R:3:lowdin_charge:R:1
C 4.1428 -6.7307 -7.5751 0.8 -0.1 -0.3 -0.010
C 4.9347 -6.4770 -6.2938 0.4 0.7 -1.6 -0.448
C 4.0304 -6.4861 -5.1139 -0.4 -1.4 1.0 -0.155
C 4.7214 -6.4663 -3.7605 -0.1 -0.1 0.3 -0.158
C 5.5865 -7.7123 -3.6418 0.5 -0.4 0.4 -0.116
C 6.6044 -7.8867 -4.7714 1.9 -0.8 -0.5 -0.419
N 6.0675 -7.5755 -6.1338 -5.7 5.4 7.8 -0.054
O 6.4809 -7.9965 -7.0477 4.2 -4.3 -8.3 0.303
C 7.1965 -9.3319 -4.9341 -0.2 -0.8 1.6 -0.002
C 7.8375 -6.9768 -4.5901 1.2 -1.7 0.7 0.004
C 5.7211 -5.1769 -6.4749 0.1 -0.2 2.0 0.013
H 3.3388 -6.0107 -7.6376 -0.2 0.2 0.3 0.098
H 3.7053 -7.7055 -7.4876 -0.3 -0.7 -0.5 0.088
H 4.7139 -6.5852 -8.5167 -0.1 -0.5 0.7 0.117
H 3.4961 -7.4651 -5.1422 0.1 0.5 -0.1 0.123
H 3.2527 -5.7373 -5.1640 0.0 0.4 -0.4 0.138
H 3.8963 -6.5317 -3.0209 0.8 0.3 -0.1 0.122
H 5.3400 -5.5735 -3.5699 -0.5 -0.2 -0.1 0.124
H 4.9529 -8.5957 -3.6222 -0.2 -0.2 0.1 0.119
H 6.1711 -7.7149 -2.6911 -0.4 0.0 -0.7 0.154
H 7.9960 -9.6369 -5.6522 -0.9 1.1 0.0 0.123
H 6.3655 -10.0498 -4.9860 0.2 0.1 -0.2 0.098
H 7.6941 -9.5350 -3.9691 -0.4 0.0 -0.2 0.107
H 7.7942 -5.9424 -4.3643 -0.8 0.9 0.3 0.074
H 8.4973 -7.0916 -5.4359 0.2 0.0 -0.4 0.102
H 8.3730 -7.4855 -3.7466 -0.3 0.7 -0.6 0.125
H 4.9620 -4.4298 -6.7875 0.8 -0.2 0.4 0.118
H 6.4873 -5.2955 -7.2497 -0.1 0.2 0.3 0.108
H 6.1523 -5.0037 -5.4208 -0.3 0.7 -2.0 0.100
C -8.1016 -6.4968 1.3431 -0.1 -0.5 0.8 -0.010
C -7.4590 -5.3404 0.6303 -0.3 2.3 -0.1 -0.387
C -8.5569 -4.5123 -0.1713 0.5 -0.9 -0.6 -0.107
C -9.6299 -3.8391 0.7012 0.8 -1.2 0.3 -0.164
C -8.8927 -2.8546 1.6103 -1.3 1.2 0.2 -0.118
C -7.8637 -3.4946 2.5696 0.8 1.1 -0.1 -0.452
N -6.9113 -4.3495 1.7735 -4.3 -1.4 -2.1 -0.013
O -5.7901 -4.3686 1.9377 3.9 0.6 1.3 0.200
C -8.4887 -4.3822 3.6134 -2.6 -1.2 -1.1 -0.004
C -6.9940 -2.4325 3.2797 -2.0 -0.5 0.3 -0.010
C -6.2410 -5.7101 -0.1762 -0.9 -1.0 -1.3 -0.032
H -9.0013 -6.1901 1.8850 0.2 -0.4 -0.6 0.066
H -7.4398 -6.9292 2.1017 0.1 0.0 -0.2 0.109
H -8.3396 -7.2939 0.6355 -0.1 0.2 0.0 0.118
H -9.0135 -5.2638 -0.8322 0.0 0.0 0.2 0.131
H -8.1158 -3.7819 -0.9026 0.0 -0.4 1.0 0.134
H -10.2299 -4.5667 1.3245 0.7 0.7 -0.8 0.129
H -10.3257 -3.4085 -0.0145 -0.1 0.5 0.4 0.123
H -9.6837 -2.4107 2.2868 1.0 -0.1 -0.6 0.152
H -8.4268 -2.0245 1.0000 -0.3 -0.9 0.7 0.126
H -7.7718 -5.0217 4.0423 0.9 -0.7 0.9 0.083
H -9.3191 -5.0623 3.2159 1.2 1.1 0.5 0.107
H -9.0019 -3.7875 4.3515 0.2 0.4 0.4 0.110
H -7.7571 -1.9103 3.8806 0.4 0.5 -0.5 0.108
H -6.4930 -1.8229 2.5455 0.4 0.3 0.1 0.032
H -6.3807 -2.8790 4.0483 0.7 -0.2 -0.2 0.081
H -5.7108 -4.9292 -0.7056 -0.1 0.5 0.2 0.079
H -6.6205 -6.4217 -0.9167 -0.3 0.4 -0.4 0.107
H -5.5506 -6.3721 0.2832 0.8 -0.2 1.2 0.079
C -1.1579 -10.5449 -6.2996 -0.6 0.7 0.5 0.005
C -1.4593 -10.3491 -4.7175 1.4 0.5 -2.4 -0.380
C -1.0108 -11.6419 -4.1055 -0.2 0.3 2.8 -0.114
C -0.6816 -11.4910 -2.5866 0.1 -1.4 -0.4 -0.144
C 0.4661 -10.5404 -2.4426 -0.8 2.0 -0.1 -0.097
C 0.0920 -9.0916 -2.8989 0.8 -0.2 0.3 -0.449
N -0.4566 -9.2082 -4.2147 -2.5 2.9 -4.6 0.026
O -0.4216 -8.2441 -4.9988 0.4 -3.1 2.6 0.176
C 1.2461 -8.1034 -3.0327 -0.1 1.2 0.8 -0.013
C -1.0468 -8.4536 -2.0615 0.6 0.8 -1.5 0.043
C -2.8383 -9.7600 -4.5028 -1.6 -2.4 -0.7 -0.002
H -1.5887 -9.7612 -6.9557 0.2 -0.3 0.7 0.091
H -1.6154 -11.4999 -6.6442 0.4 0.5 0.6 0.118
H -0.0697 -10.5592 -6.4692 -0.4 -0.2 0.1 0.092
H -0.0815 -11.9230 -4.5891 -0.2 -0.6 -0.3 0.131
H -1.8131 -12.3632 -4.1327 0.0 -0.4 -0.8 0.143
H -0.3771 -12.4727 -2.1562 -0.1 0.5 -0.5 0.147
H -1.5689 -11.2436 -1.9897 0.2 0.3 -0.2 0.123
H 1.3351 -10.7718 -3.0180 0.6 -0.8 -0.3 0.126
H 0.7459 -10.4172 -1.4320 0.6 -0.1 1.2 0.124
H 1.6179 -7.8439 -2.0434 0.1 -0.2 0.1 0.111
H 0.9706 -7.1453 -3.5012 -0.4 -0.4 0.4 0.098
H 2.0559 -8.4091 -3.6560 0.6 -0.9 -0.3 0.065
H -1.2515 -7.4862 -2.5611 -0.4 -0.5 0.5 0.121
H -0.6875 -8.2939 -1.0859 0.7 0.3 1.2 0.094
H -1.8815 -9.0967 -1.9700 -0.9 -0.4 -0.2 0.061
H -3.1346 -8.9945 -5.2057 0.5 0.5 0.0 0.095
H -3.2079 -9.5736 -3.5141 0.4 0.5 0.7 0.074
H -3.5238 -10.6117 -4.7805 0.6 0.5 0.0 0.137
C -1.9525 -6.3939 6.3565 0.3 -1.1 0.1 0.025
C -2.8748 -5.1723 6.4706 1.5 0.6 1.7 -0.503
C -2.6147 -4.3327 7.7398 1.0 -1.3 0.3 -0.105
C -1.2491 -3.6497 7.8412 -0.8 -0.2 -0.7 -0.137
C -1.0639 -2.7293 6.6127 -1.2 1.2 2.1 -0.144
C -1.2924 -3.2320 5.2323 -1.3 -0.4 0.5 -0.404
N -2.6157 -4.2787 5.3555 1.8 1.6 -1.0 0.022
O -3.2869 -4.2955 4.3979 -0.9 -0.1 -0.6 0.205
C -0.1744 -4.0704 4.7569 0.4 -0.8 -0.9 -0.030
C -1.6578 -2.1112 4.2787 0.5 1.9 -0.2 -0.030
C -4.2579 -5.6504 6.4320 -2.7 0.2 -1.2 -0.036
H -0.9250 -6.4821 6.8003 -1.0 0.9 -0.5 0.118
H -1.9362 -6.6581 5.2958 0.2 -0.4 0.2 0.099
H -2.5617 -7.1429 6.8846 0.6 -0.1 -0.3 0.105
H -2.8349 -5.0101 8.5827 0.3 0.3 -0.2 0.156
H -3.2997 -3.5485 7.8108 -1.7 1.1 -0.1 0.106
H -0.5018 -4.4091 7.9838 0.7 0.0 0.2 0.106
H -1.3831 -2.9798 8.7049 0.7 -0.4 -0.1 0.130
H -0.1809 -2.1049 6.6826 0.6 -0.4 -0.4 0.108
H -1.8412 -1.9880 6.8293 -0.2 0.2 -0.4 0.131
H -0.5074 -4.7500 3.9245 0.7 0.6 0.8 0.123
H 0.3710 -4.5686 5.5745 -0.4 -0.1 -0.4 0.106
H 0.4857 -3.2971 4.3549 0.5 -0.3 -0.4 0.002
H -1.6705 -2.2997 3.2021 0.3 -0.6 0.2 0.092
H -0.8591 -1.2981 4.4217 -0.8 -1.3 -0.1 0.125
H -2.5815 -1.5464 4.4723 0.0 -0.6 0.5 0.096
H -4.4770 -6.3874 7.1829 0.2 -0.3 0.4 0.110
H -4.5819 -6.0465 5.4572 0.5 -0.3 0.3 0.104
H -4.9828 -4.8460 6.5763 0.2 0.3 0.3 0.105
C 2.4126 5.0159 8.6313 -2.3 1.5 0.9 -0.019
C 1.0854 5.4797 9.3745 -0.8 0.7 -0.5 -0.386
C 0.0456 6.1981 8.4415 -0.2 -0.2 -1.0 -0.134
C -1.4025 6.2992 8.9557 -0.7 -1.6 0.2 -0.140
C -1.8866 4.9018 9.4949 -0.5 0.6 -1.0 -0.108
C -0.9515 4.3419 10.5903 -2.6 0.5 0.0 -0.549
N 0.3702 4.3204 10.1320 5.6 -2.3 -1.6 0.027
O 1.1118 3.3532 10.3222 -2.6 2.4 0.0 0.152
C -1.4823 2.9996 10.9285 -0.1 -3.3 0.3 -0.042
C -1.0480 5.2170 11.8219 1.2 0.5 2.3 0.010
C 1.4423 6.5139 10.4249 1.0 1.4 1.4 -0.035
H 2.1540 4.2403 7.9701 -0.1 -1.0 -0.9 -0.051
H 3.2139 4.7764 9.2863 0.5 -0.3 0.8 0.079
H 2.6838 5.9149 8.0864 0.1 0.0 -0.2 0.097
H 0.0403 5.8035 7.4113 0.0 -0.6 0.6 0.095
H 0.4462 7.1901 8.2866 0.2 0.4 0.2 0.116
H -2.1336 6.6677 8.1941 0.9 -0.4 0.3 0.120
H -1.5400 6.9640 9.7937 0.4 0.6 0.2 0.088
H -1.9540 4.1123 8.7012 0.1 0.9 0.4 0.100
H -2.8959 5.0028 9.9864 1.0 -0.1 -0.5 0.147
H -1.5249 2.3254 10.0374 0.5 0.5 0.5 0.100
H -2.5346 3.0062 11.2370 0.3 0.7 0.0 0.108
H -0.9623 2.4519 11.7586 -0.2 0.7 -0.8 0.120
H -1.2236 6.2766 11.6786 0.4 0.1 -0.4 0.083
H -0.1687 5.0942 12.5608 -1.4 0.0 -1.2 0.145
H -1.9558 4.8656 12.2919 0.0 -0.1 0.5 0.100
H 1.8351 6.0457 11.3609 0.1 0.5 -0.8 0.111
H 0.6591 7.2436 10.7423 0.2 -0.9 -0.4 0.101
H 2.2203 7.1847 9.9547 -0.6 -0.9 0.7 0.123
C -6.0918 2.2334 -1.5316 -0.4 -1.3 0.8 0.025
N -6.8977 2.3560 -0.2350 1.0 0.8 0.6 -0.329
C -5.9415 2.0336 0.9113 -1.0 0.5 0.9 -0.018
C -7.4245 3.7650 -0.0868 0.1 0.0 1.4 0.014
C -8.0185 1.3379 -0.1228 -0.3 -0.5 -0.2 -0.112
C -9.3342 1.7109 -0.8019 0.9 0.1 0.0 -0.218
O -9.0348 2.0472 -2.1383 0.1 -0.3 0.1 -0.042
H -5.8838 1.1453 -1.6690 -0.5 0.7 -0.2 0.080
H -5.1245 2.6503 -1.3267 0.3 0.7 0.0 0.091
H -6.6291 2.7190 -2.3452 0.1 -0.3 0.1 0.099
H -6.4588 2.2031 1.8822 0.0 -0.3 -0.8 0.118
H -5.0894 2.7003 0.9795 0.2 0.2 -0.7 0.077
H -5.6621 0.9992 0.8055 0.3 -0.4 0.0 -0.012
H -6.6496 4.5366 0.1321 -0.1 -1.1 0.1 0.120
H -8.1726 3.7346 0.7758 0.9 0.3 -1.5 0.138
H -7.7878 4.0125 -1.0623 -1.0 0.3 -0.2 0.087
H -8.2451 1.2221 0.9300 0.2 0.0 0.3 0.129
H -7.5455 0.4172 -0.4731 -0.3 -0.1 -0.1 0.094
H -9.7210 2.5737 -0.2965 -0.4 0.6 0.4 0.103
H -10.1396 0.9586 -0.7275 0.8 -0.2 0.1 0.146
H -9.8624 1.9336 -2.5854 -0.5 0.2 -1.0 0.095
C 0.9377 1.9131 0.3975 -1.2 -0.7 -0.5 0.047
N -0.3319 1.0212 0.3503 1.1 -0.6 -0.4 -0.326
C -1.1957 1.4651 -0.7866 0.5 1.0 0.6 -0.007
C 0.0775 -0.4355 0.0483 0.5 0.3 -1.7 -0.072
C -1.0396 0.8906 1.6586 1.0 1.9 1.7 -0.105
C -1.5859 2.2237 2.2839 0.1 -1.8 -0.7 -0.305
O -0.6294 3.1640 2.6001 0.9 0.1 -0.2 -0.121
H 0.7255 2.9497 0.6564 -0.4 -0.2 -0.2 0.074
H 1.3469 1.7991 -0.6132 0.3 0.1 0.5 0.101
H 1.5529 1.5236 1.1848 0.5 -0.4 0.1 0.098
H -1.5308 2.4916 -0.5741 0.3 -0.2 -0.3 0.105
H -2.0632 0.8617 -0.8532 -0.8 -0.9 0.1 0.078
H -0.6374 1.3520 -1.7166 0.0 0.2 0.1 0.079
H 0.4988 -0.5384 -1.0222 -0.8 0.3 1.7 0.001
H -0.8744 -0.9186 0.1427 -0.5 -0.7 -0.5 0.077
H 0.7284 -0.9137 0.7944 0.1 0.9 -0.1 -0.090
H -0.2939 0.3741 2.3123 -0.5 0.6 -0.2 0.117
H -1.8819 0.2460 1.5697 -0.7 -0.6 -0.5 0.105
H -2.1356 1.9518 3.1836 -0.3 -0.3 0.1 0.118
H -2.2752 2.6997 1.5924 -0.5 -0.3 -0.2 0.026
H -1.1328 3.9614 2.3969 0.2 1.0 0.4 -0.096
C -3.6029 -2.7538 -4.3091 0.5 -1.0 0.8 -0.032
N -3.6360 -2.3729 -5.7392 0.2 0.0 -0.4 -0.335
C -4.8315 -3.1416 -6.3655 0.6 1.1 0.5 0.037
C -3.8235 -0.8301 -5.8172 0.5 -1.8 -1.2 0.040
C -2.3161 -2.7482 -6.4322 0.4 3.3 -0.3 -0.137
C -1.6426 -4.0363 -6.1905 0.6 -0.4 -0.4 -0.276
O -2.4494 -5.1557 -6.4521 -0.1 -0.5 -0.5 -0.055
H -3.5009 -3.8569 -4.2440 -0.2 0.6 -0.1 0.109
H -4.5628 -2.4693 -3.8816 0.2 0.1 0.3 0.099
H -2.7310 -2.3366 -3.7592 -0.5 0.2 -0.5 0.070
H -4.7548 -4.1115 -5.9240 -0.1 -0.7 0.1 0.075
H -4.7820 -3.2667 -7.4744 -0.1 0.7 1.0 0.125
H -5.7041 -2.6149 -5.9399 0.1 -0.4 -0.8 0.112
H -4.7233 -0.5509 -5.3038 -0.8 -0.2 -0.2 0.092
H -3.8103 -0.6345 -6.9126 -0.1 0.4 1.0 0.121
H -3.0331 -0.3634 -5.2489 0.6 0.0 -0.2 0.091
H -1.5587 -1.9400 -6.1344 -1.0 -1.0 -0.2 0.121
H -2.5093 -2.5838 -7.5103 0.0 -0.2 0.5 0.140
H -1.1758 -4.1380 -5.2291 -0.3 0.1 0.8 0.106
H -0.7626 -3.9655 -6.8445 -0.1 -0.2 -0.2 0.138
H -2.5174 -5.2632 -7.4161 0.0 -0.1 0.4 0.112
C 1.5550 9.1144 -0.3135 -0.9 -0.6 0.0 0.030
N 0.3224 8.2522 -0.5840 -0.2 0.7 1.5 -0.325
C -0.4269 8.1730 0.7656 -0.5 -1.8 -0.9 0.001
C -0.5795 9.0188 -1.5282 1.1 0.4 0.5 0.011
C 0.6438 6.8630 -1.1186 1.1 0.7 -0.4 -0.088
C 0.9207 5.7896 -0.0565 0.9 2.0 1.2 -0.223
O 2.1723 5.9647 0.6649 -2.9 1.1 0.7 -0.104
H 2.1785 8.5659 0.3945 0.0 0.1 -0.2 0.100
H 1.1150 10.0094 0.1411 0.7 0.0 -0.2 0.110
H 2.0720 9.3012 -1.2593 -0.1 0.1 0.3 0.113
H -1.2577 7.4551 0.7203 0.3 -0.2 -0.4 0.059
H -0.9522 9.0635 0.9591 0.1 1.6 0.2 0.089
H 0.1826 7.8388 1.5932 0.5 0.3 -0.1 0.112
H -0.1325 8.9673 -2.5074 0.0 -0.1 -0.4 0.106
H -0.6177 10.0774 -1.2241 0.0 -0.5 0.0 0.119
H -1.5596 8.6010 -1.4995 -0.6 -0.4 -0.1 0.101
H 1.4240 6.9334 -1.9279 -0.1 0.2 1.3 0.145
H -0.1906 6.6383 -1.7293 -1.3 -0.7 -0.1 0.112
H 0.9432 4.8917 -0.6022 -0.1 -1.5 -0.5 0.063
H 0.1413 5.8256 0.7255 0.3 -0.5 -0.6 0.103
H 2.8497 5.6899 0.0913 1.7 -1.0 -1.5 -0.111
C 4.0824 -1.1690 8.8398 -1.6 0.8 -0.7 0.066
N 2.7942 -0.3270 8.5260 0.0 -0.6 0.4 -0.329
C 1.6067 -1.1811 8.9102 0.0 -0.5 0.3 -0.008
C 2.6847 0.8945 9.3584 2.5 0.6 0.2 -0.041
C 2.7086 0.1423 7.0730 -0.1 -0.9 0.5 -0.142
C 3.1324 -0.8588 6.0391 -2.6 -0.5 0.0 -0.213
O 2.3888 -2.1142 6.2248 1.2 0.6 -1.2 -0.139
H 4.0171 -2.0060 8.1609 -0.1 -0.5 0.1 0.086
H 4.0356 -1.4844 9.8880 0.2 0.3 -0.3 0.115
H 4.9648 -0.6146 8.5403 0.0 0.4 0.4 0.110
H 1.7872 -1.4616 9.9638 -0.3 0.1 -0.5 0.114
H 1.6392 -2.0727 8.2892 -0.1 0.0 0.1 0.077
H 0.6090 -0.6840 8.8121 1.2 0.1 -0.1 0.124
H 2.7701 0.6586 10.4343 -0.4 0.0 -0.6 0.124
H 1.8291 1.4770 9.0626 -0.5 -0.1 0.0 0.024
H 3.5881 1.4848 9.0748 -0.6 -0.1 0.5 0.121
H 3.3633 0.9848 6.9220 0.1 0.6 0.4 0.130
H 1.6632 0.4771 6.9775 0.4 0.0 -0.3 0.026
H 4.1651 -1.1122 5.9970 1.0 0.2 0.1 0.114
H 2.7906 -0.3674 5.1111 0.5 -0.5 -0.1 0.089
H 2.6923 -2.5871 5.4159 -0.8 0.0 0.5 0.059
C 6.2494 3.5446 -8.2415 0.0 -0.9 0.6 0.012
N 4.9820 4.0902 -8.8103 -1.4 0.2 1.1 -0.359
C 4.6357 3.4964 -10.1273 0.9 1.1 -1.0 0.010
C 3.7949 3.7798 -7.9010 -0.7 -0.6 0.0 -0.004
C 5.0141 5.6128 -8.8338 1.4 0.3 -0.9 -0.096
C 6.1223 6.2572 -9.7105 -0.2 -0.5 1.1 -0.194
O 7.3736 5.9701 -9.0969 -1.4 -0.7 0.5 -0.052
H 6.1533 2.4474 -8.1863 -0.1 0.4 -0.1 0.116
H 6.3348 3.9112 -7.2018 0.2 0.0 -0.7 0.123
H 7.1108 3.8070 -8.8662 -0.5 0.1 0.4 0.110
H 5.4016 3.7585 -10.8662 0.1 -0.1 0.3 0.115
H 3.7420 4.0041 -10.4933 -0.2 -0.5 0.2 0.117
H 4.6010 2.4163 -10.0727 -0.4 0.0 0.2 0.114
H 3.5178 2.7097 -7.8396 0.8 0.4 -0.3 0.119
H 2.9044 4.2625 -8.3268 0.4 0.1 0.1 0.109
H 3.9422 4.1159 -6.8748 0.3 0.2 -0.2 0.109
H 5.1830 5.9620 -7.7883 -0.4 -0.4 -0.8 0.156
H 4.0902 5.9779 -9.2780 -0.3 -0.2 0.4 0.136
H 5.8886 7.2987 -9.5283 0.0 0.6 -0.6 0.127
H 6.0679 6.0141 -10.7930 0.0 0.1 0.7 0.141
H 8.0808 6.2533 -9.6374 1.3 0.7 -1.0 0.090
C -4.9319 9.8043 4.7000 -0.6 -0.2 0.5 -0.019
C -5.9041 8.6284 4.9139 0.3 0.8 0.2 -0.289
C -5.2437 7.4185 5.5156 1.7 -0.4 0.9 -0.219
O -6.2128 6.4908 5.8872 -0.7 1.2 0.4 -0.219
C -5.8353 5.1467 5.8980 0.9 -1.1 0.7 -0.087
N -7.0706 9.0207 5.8484 0.3 -0.3 -0.8 0.247
H -7.5297 8.1370 6.0497 0.0 -0.5 0.6 0.149
H -6.7662 9.4855 6.7090 0.0 -0.1 -0.1 0.184
H -7.7993 9.5732 5.4017 0.2 0.5 -0.2 0.177
H -5.4424 10.7479 4.4396 0.2 -0.5 -0.1 0.100
H -4.2040 9.5399 3.9330 -0.1 0.0 0.0 0.094
H -4.3889 9.9664 5.6372 0.0 0.1 -0.1 0.090
H -6.3348 8.2696 3.9941 -0.6 0.3 -0.4 0.153
H -4.5779 7.7251 6.4032 -0.8 -0.5 -1.1 0.161
H -4.6322 6.9265 4.7385 0.3 0.6 0.2 0.111
H -5.3912 4.8621 4.9119 -0.4 0.0 0.7 0.087
H -6.7851 4.6697 6.1397 0.3 -0.6 -0.3 0.094
H -5.0913 4.8671 6.7332 -0.9 0.7 -1.2 0.117
C 16.3067 -0.1782 5.2128 -0.2 -1.1 0.6 -0.023
C 15.7481 -0.5257 3.8685 -0.7 -0.1 -0.1 -0.320
C 14.9848 0.6575 3.1881 0.2 -0.8 2.4 -0.223
O 14.3973 0.1353 2.0653 -0.2 0.5 -2.3 -0.197
C 14.2281 1.1375 0.9819 -1.6 -0.9 1.3 -0.020
N 16.8376 -0.9061 2.9311 1.3 -0.8 -0.2 0.216
H 17.4118 -0.0820 2.8093 0.5 0.2 -0.4 0.166
H 17.4858 -1.6715 3.2443 -0.8 0.7 -0.1 0.208
H 16.4388 -1.1788 2.0274 0.0 0.2 0.0 0.173
H 15.6078 0.3121 5.8564 -0.8 0.2 0.2 0.094
H 17.0576 0.5215 5.0563 1.7 1.4 -0.1 0.073
H 16.7208 -0.9920 5.8294 -0.1 0.0 -0.6 0.115
H 15.1609 -1.4351 3.8788 -0.7 0.2 0.2 0.157
H 15.6777 1.4975 2.9754 -0.3 -0.2 0.2 0.143
H 14.2656 0.9481 4.0088 0.4 0.2 -1.1 0.154
H 13.3238 1.7259 1.2643 0.9 0.2 -0.1 0.100
H 13.9127 0.6264 0.0557 0.8 0.0 0.5 0.096
H 15.1473 1.7141 0.9254 -0.2 0.2 -0.4 0.088
C -6.4203 6.7280 -13.8631 0.1 0.2 -0.2 -0.025
C -5.6491 5.8458 -14.8268 0.7 0.5 0.6 -0.322
C -5.5804 4.4436 -14.3158 0.7 -0.6 0.0 -0.229
O -4.8862 3.5859 -15.2125 0.0 0.1 1.3 -0.170
C -4.2510 2.4772 -14.4919 -1.2 -0.5 -2.8 -0.049
N -6.3777 5.8968 -16.1339 0.4 0.7 -1.0 0.251
H -6.9881 6.7226 -16.1764 0.0 -0.3 0.0 0.179
H -5.7724 5.9599 -16.9694 0.0 -0.2 0.4 0.197
H -6.9358 5.0663 -16.2401 -0.5 -0.5 -0.2 0.169
H -5.9590 6.7837 -12.8967 0.6 0.1 0.4 0.092
H -7.3791 6.2840 -13.6701 -0.7 -0.1 -0.1 0.093
H -6.5542 7.7495 -14.2262 0.1 -0.1 0.0 0.105
H -4.6147 6.1579 -14.9696 -0.2 0.4 -0.3 0.166
H -6.5793 4.1295 -14.0586 -0.7 -0.7 -0.2 0.136
H -5.0607 4.4611 -13.3632 0.2 0.3 0.3 0.134
H -5.0197 1.8962 -13.9722 0.2 -0.1 -0.1 0.097
H -3.4682 2.7446 -13.8412 0.8 1.0 1.0 0.066
H -3.7876 1.9229 -15.3359 -0.4 -0.1 0.8 0.112
C 8.4759 5.0390 -1.4320 -1.2 0.8 -0.3 -0.023
C 7.0343 4.8472 -0.9749 1.2 -0.8 -2.0 -0.387
C 6.9710 3.9494 0.2140 -1.7 -0.2 1.3 -0.200
O 6.9721 4.8162 1.3131 0.2 0.9 1.4 -0.227
C 6.6770 4.3286 2.6170 -0.7 -0.6 0.4 -0.063
N 6.3470 6.1450 -0.6928 -1.9 -1.3 -1.1 0.197
H 5.3048 5.9881 -0.8792 0.8 -0.2 -0.2 0.030
H 6.4209 6.2416 0.2970 0.4 0.7 1.4 0.125
H 6.6511 6.9365 -1.2385 0.4 0.2 0.0 0.162
H 9.0777 5.2503 -0.5642 0.7 0.1 -0.1 0.094
H 8.4817 5.8249 -2.1756 0.4 0.7 0.1 0.081
H 8.7695 4.2058 -2.0470 0.4 -0.7 0.5 0.089
H 6.5165 4.3062 -1.7676 -0.4 0.6 0.0 0.076
H 7.8223 3.2759 0.2564 0.0 -0.3 -0.2 0.142
H 5.9868 3.4442 0.2174 0.6 -0.4 -0.1 0.109
H 6.4674 5.1660 3.2847 0.4 0.2 -0.3 0.093
H 7.4992 3.7329 3.0349 -0.1 0.1 -0.2 0.095
H 5.7305 3.7403 2.6777 0.6 0.1 -0.6 0.104
Br 2.0491 -1.8622 2.5397 0.0 -0.1 0.6 -0.273
Br 0.3106 2.7786 6.9120 -0.3 -0.2 0.3 -0.232
Br 3.7751 4.3436 -1.6754 0.0 0.4 0.0 -0.105
Br -5.0081 -1.5069 -0.0956 -0.3 0.0 0.0 -0.457
Br -3.0356 5.2755 2.2140 -0.2 0.3 -0.2 -0.330
Br 0.1850 -1.3190 -3.4924 -0.4 -0.1 -0.5 -0.524
```
Positions in Å, forces in eV/Å.